Below is a cluster of 12 separate species, C72H144ClF18N8O8P3 in total in a non-equilibrium geometry, with properties calculated with ωB97M-V/def2-TZVPD.

Results
net charge: +4
total energy: -194571.610 eV
HOMO level: -14.36 eV
frontier orbital gap: 6.29 eV

XYZ file:
```
254
Properties=species:S:1:pos:R:3:forces:R:3
H 3.449839 -13.095504 4.548279 -0.2045 -0.2028 0.3551
H 0.644011 -12.877443 3.707086 -0.3402 -0.5998 -0.3893
H 0.859658 -12.462992 5.340412 -0.4743 0.5088 0.0948
C -2.462118 7.860711 3.058294 1.0659 0.5535 -0.9867
H -4.173627 6.565021 -6.612095 -1.0998 0.1093 0.4626
O -7.354356 2.534789 -4.026707 -0.4488 0.2415 -1.0837
H 0.136357 -11.403914 1.880586 -0.4611 0.1549 0.2742
C -3.940278 4.662704 -9.293224 -0.1283 -1.0976 0.0013
H 7.076308 -4.827747 2.559875 -0.2186 -0.0188 0.0017
C -8.317151 0.461718 -3.512926 -0.0931 0.1696 -0.3473
H 0.577483 5.046962 4.367836 -0.5199 0.4832 0.5936
H -8.329774 2.919756 -7.576490 -0.4273 0.2319 -1.1106
H 8.884720 -3.410366 5.461320 -0.6567 0.3333 0.3375
C 8.076020 -2.722927 5.142268 1.2384 0.6493 -0.9517
C 4.713012 4.110224 4.074206 0.6155 0.2732 0.5281
H 4.154508 -9.702907 6.081015 -0.0178 -0.1434 -1.0291
C -1.596628 0.442553 4.298574 0.4467 -1.8523 2.1961
C 2.874044 -6.162394 -3.180322 -0.3935 0.2564 0.6287
H 0.780254 -5.621390 -2.522783 0.7358 0.6135 -0.3738
C 6.929528 -2.192105 2.849247 -0.8866 -0.1379 1.2007
H -3.487778 6.387432 -11.020495 0.7976 0.1214 -0.4807
H -7.029650 -1.115281 -2.858881 -0.1728 0.7399 -0.7916
H 3.101230 -2.250727 -3.370950 -0.6481 -0.8481 0.4487
C -2.858545 7.083429 0.075459 -0.0500 1.1623 -0.1880
H -0.505563 -1.378983 -0.003390 1.1260 0.4565 -1.2796
H -5.386139 9.025545 -9.437664 0.1263 -0.6226 0.2958
C 1.180022 -3.317076 -1.193275 -0.0760 -0.4178 -0.0024
C -9.497772 -0.397127 -3.984082 -0.8595 0.8345 -1.0347
C -9.495711 -0.617189 -5.513309 0.5496 0.5226 -0.0708
H 4.647767 2.061814 4.491001 -0.3977 0.7130 0.7411
H 1.973661 -10.446109 6.642322 -0.5249 -0.3248 0.3734
F 2.875564 -6.860447 3.808682 0.2323 -0.9661 0.4413
F -2.304073 2.309275 -4.005072 0.2282 -1.2810 -0.0140
C 2.523009 4.278078 5.978752 0.3799 0.5424 1.9283
H -7.541480 3.628507 -6.191135 0.4866 -0.2664 -0.1404
C 3.540409 -10.954537 4.342904 1.0144 -0.4529 1.0452
O -3.790935 4.403166 1.362202 0.3679 3.3061 1.5685
F 3.849623 -0.378906 3.080749 0.2935 -0.1074 -0.1144
O 4.650658 6.393469 4.535556 0.3197 0.0734 -0.1792
H 1.066730 -4.108465 -0.478044 -0.4804 0.1416 1.1655
N -5.794247 6.198583 -8.662678 0.2453 0.2946 0.7226
C 1.859376 -5.414890 -2.331795 -1.0356 0.0793 -0.5101
O -2.995738 1.672480 1.886609 -0.8736 0.7519 0.7295
H 7.148039 -2.864917 5.689293 0.0841 -0.1330 0.1027
C 0.184065 -10.564334 2.572423 -0.6813 2.7359 -0.5269
H -7.695848 1.710056 -1.894312 0.7567 0.9172 0.3634
H -4.678637 0.085172 2.794710 0.4097 0.0997 -0.3595
H 6.792103 -0.171259 2.410814 -1.5372 1.7008 -0.7868
H 4.930739 -6.530030 -2.937956 0.3973 -0.4530 -0.3130
H 8.345016 -1.202743 0.806210 0.0799 -0.2718 0.6655
O 3.576503 -3.556964 -0.258194 -0.2062 -0.4048 -2.6949
H -5.213150 8.040282 1.536432 0.9971 -0.1829 -0.0453
F 4.622719 1.129484 1.568641 0.7241 0.2716 -0.1926
F 2.446427 1.067418 2.144270 -0.6152 0.5857 -0.0076
C 2.894414 2.934565 5.538549 2.3163 -1.3862 -1.3481
C 2.168015 -3.936446 -2.142231 0.6789 1.9125 -0.7129
C -1.353690 5.179188 0.463931 -0.9478 0.5313 1.2719
C -8.318980 2.941968 -6.519911 0.8915 0.0708 1.2032
H 5.499543 -5.420574 -0.017850 0.2148 -0.0718 -0.0187
C -7.026310 -0.296593 -3.637664 1.9442 -0.9843 2.3991
C -8.100312 1.495455 -6.056169 -1.4872 1.6795 1.1282
H 1.034959 -8.747113 4.275930 0.4219 0.6780 -0.4943
F 4.670391 -7.132266 2.333133 -0.6336 -0.1968 0.0800
H 0.231095 -3.187739 -1.687110 -0.2781 0.0202 -0.3722
C -0.156459 1.008468 1.333508 -0.1467 1.2337 -0.1423
C 4.810782 -10.835405 3.466438 -0.3887 -0.9342 2.3877
H -10.248320 1.398794 -6.048205 0.2614 -0.5506 -0.0219
F -4.056050 2.255550 -5.545635 -0.2696 0.0583 0.1564
H -2.997860 6.291251 4.306860 -0.1364 0.0884 1.2293
H 5.122295 3.110656 5.864209 -0.7749 -0.2715 0.1390
C 10.615966 -2.334143 1.055687 0.2740 2.4584 1.1165
N -7.944261 1.651858 -4.530717 0.2758 -1.4447 1.4730
H 2.303077 7.582633 4.898204 0.2648 0.4652 -0.6385
H -4.446485 9.417394 -8.061203 -0.2270 -0.9607 0.0952
P 3.050906 -6.857540 2.219808 3.0766 0.8495 -0.9111
C 2.297341 6.796349 5.619362 0.0406 -2.3579 -0.4445
C -3.552900 7.826951 -9.333119 -1.6600 0.9188 -1.1091
H -8.705637 -1.347866 -5.781767 -0.1514 0.6649 0.0029
H -6.000760 6.497450 1.460767 -1.3107 -0.5796 -0.6565
C 7.794637 -3.111732 3.641160 1.5221 0.8042 0.1403
F 2.369547 -1.162657 1.571205 -0.3258 0.0858 -0.7269
H -2.904161 8.665623 2.468484 -0.0482 -0.0460 -0.2462
H 0.347446 0.485323 2.148491 -0.5558 0.1189 -0.3482
O 9.764379 -4.134872 2.975936 0.6514 -0.1453 -0.4881
H -5.891130 1.081559 -6.409293 -1.5711 0.0320 -0.2528
N 3.506860 -3.943871 -1.402138 0.9495 -1.1200 3.2518
H -7.041091 9.167825 -7.510908 -0.5116 -0.8742 -0.0558
H 1.266546 6.740348 5.987584 0.3408 -0.1270 0.1769
H -6.135257 4.970635 3.165441 0.1521 -0.5475 0.0979
H -0.281660 2.060184 1.662143 -0.2738 -0.4936 -0.1675
C -5.432382 7.128252 2.079893 -0.3286 0.7135 2.0896
H 2.645356 -3.711274 -4.237183 0.1109 -0.3698 -0.5747
H 3.091758 -5.746365 -4.166592 -0.3922 0.1341 0.0854
H -2.061347 2.088220 -0.406686 0.1539 -0.0883 -0.0439
H 1.505668 6.024375 3.239638 -0.1746 0.0526 -0.5954
C 1.516776 5.138326 3.853848 0.5851 1.7236 0.9932
H 8.441992 -1.664189 5.306655 -0.4972 -1.2623 -0.3184
H -6.472333 4.205302 -10.453761 0.2498 -0.4148 0.1464
H 9.989882 -2.798640 0.373430 -1.0559 -1.5619 -1.1073
H 5.582314 -10.847050 4.249433 0.0874 0.7830 -0.3000
H -2.138007 -1.470822 0.264438 -2.0703 -1.4077 -0.5975
H 6.713696 -2.706358 1.904704 -0.0994 0.6312 -0.0876
H 3.335785 4.618927 6.667641 -0.8982 -0.4863 0.4186
C -2.258084 6.165966 1.200523 -1.2261 0.0252 -0.8961
H 0.572673 1.038477 0.544367 0.2420 -0.1159 -0.6016
C -5.189534 7.021780 -6.453184 0.7117 0.6482 -1.0949
C -3.994085 -0.058461 3.627980 -0.4830 -0.7253 1.5468
H 2.772170 -12.273353 6.025562 0.0070 0.0896 -0.5594
C -4.779531 8.528385 -8.652897 0.6254 0.4157 0.6665
C 2.375480 -3.106400 -3.401323 0.0596 1.2343 -0.3060
C 4.161746 3.886340 2.685310 1.7761 -1.8672 -1.0927
H 5.141067 -2.965333 -2.950915 0.4630 0.8409 0.5554
H -7.886100 7.537472 -7.288424 0.2905 0.1927 0.2848
C 3.408748 -9.720326 5.258001 -0.7619 -0.7427 -0.2951
F -3.146425 4.076987 -3.018652 -0.2780 0.6609 0.3112
C 10.843384 -1.367668 3.355885 0.8561 -0.3488 -0.1516
H -5.978638 7.541487 2.983806 -0.1754 -0.7595 -1.2073
P 3.476646 0.004309 1.518941 1.5347 -1.0765 2.6632
H 6.016369 -2.230225 3.462974 -0.1999 0.4353 -0.6221
H -3.507218 4.220823 -10.215505 -0.6381 -0.2283 0.4941
H -0.618078 -2.793429 1.892594 0.0692 0.8982 -0.0821
H 2.120115 -8.714197 6.395976 -0.8651 0.1976 0.4226
H -5.384767 4.889706 -11.704614 0.1551 -0.4273 -0.3686
C -3.514171 7.051748 3.745378 -0.2241 0.2799 -0.7619
H 5.059001 -11.743333 2.973417 -0.2332 -0.6536 -1.0497
C -4.940318 5.701192 -9.804857 -0.9232 0.1835 -0.2563
C 2.043551 -9.673156 5.899498 0.5096 0.3316 -0.2417
C 4.357341 2.985083 5.074108 1.0056 -0.7524 -0.7937
H 6.622178 4.436496 5.079351 0.1733 -0.3146 0.3721
H -4.169261 7.805486 4.204391 0.1485 -0.8611 0.8653
H 4.798583 -9.956671 2.859567 0.1401 0.4654 -0.3901
H -7.531636 8.153120 -8.900481 0.4734 0.0247 0.5765
H -0.624619 4.844643 1.188201 0.2789 -0.4577 -0.1519
C -0.854784 -1.707971 2.015731 -1.6989 -1.2484 -1.0744
C 0.973415 -9.662278 4.827730 -1.7519 0.1351 0.5776
H -3.057579 5.140536 -8.889929 -0.0655 0.1053 0.7699
H -2.940258 7.308342 -8.629462 0.4684 -0.3362 0.5296
H 4.325707 4.694798 2.029999 0.1554 1.5450 -0.5336
H -0.067047 -9.596460 5.254711 0.9535 -0.3905 -0.1988
C -2.051802 -1.658469 2.958519 0.7023 1.0535 -0.5024
H 6.411642 -4.438222 4.200478 -0.5898 -0.4575 -0.3085
H -4.610265 4.175304 3.771646 0.2765 -0.0020 -0.2650
H 6.571060 5.131094 3.505817 0.0470 0.1527 -0.4502
C 8.689230 -0.888522 1.815051 1.1594 -0.9742 0.1178
H -7.116510 1.087257 -7.755188 0.3754 0.5227 -0.5875
C -7.149996 8.108441 -7.855755 0.4515 0.7224 -0.1627
H 1.473235 -2.379337 -0.733280 0.2600 -0.0111 0.0388
H 6.303745 -4.232081 -3.367030 -2.0106 0.0111 0.0885
C -8.513181 1.087301 -2.127922 0.7260 -1.2833 -1.3407
F 2.850451 -8.482361 2.044571 -0.5595 0.5360 0.8500
F 3.403727 -5.262786 2.311499 0.1219 -0.0340 -0.4327
H -3.214947 0.745072 -0.469436 1.4239 -0.0175 -0.2690
C 7.521238 -0.804062 2.768281 1.2136 -1.5949 0.4810
H 1.468271 4.250261 3.333007 0.6046 -1.8209 -1.3932
H -3.262812 6.475675 -0.721159 -0.0144 -0.3803 -0.2518
C 7.290005 -4.488302 3.568778 -0.3227 -0.9513 0.8631
H 3.132219 3.585708 2.554215 0.1747 -0.5527 0.3399
C -2.108622 0.999886 -0.420043 -0.5623 0.1590 -0.2542
C 6.245795 4.278951 4.082110 -0.4889 -1.1459 -1.3539
H 10.815018 -1.374995 0.552531 0.4218 -0.2319 0.1407
C -1.267233 -1.078551 0.655270 1.2896 -1.2663 2.3389
H -1.708347 1.501539 4.357146 -0.0920 0.7921 0.0065
H -8.546242 0.322589 -1.388073 0.1025 -0.9546 0.4164
H 0.537153 -9.647565 2.045525 0.5761 -0.8570 0.0554
H -5.033008 7.962238 -5.954101 0.1602 0.1905 0.9518
H 1.958004 -5.653112 -1.300387 0.1045 -1.6085 0.9224
H -1.814920 8.383847 3.766585 -0.2612 -0.1207 0.2631
C 5.190493 -4.015889 -3.148889 1.2190 0.4716 -1.4297
C -4.192353 6.881659 -10.381804 0.0981 0.5033 -0.2402
F 1.562260 -6.489298 2.075917 -2.5091 -0.3680 -0.3793
H -4.381506 3.869847 -8.598882 0.6975 1.1179 -1.0129
C -5.165875 5.096189 3.655811 -0.3470 1.7455 -1.2626
H -1.730160 -2.214698 3.790569 0.2529 -0.0603 1.9087
F -4.954270 4.148064 -4.425602 0.8279 -0.1313 -0.6994
H 6.659083 -5.415775 -1.427778 -0.0778 -0.3745 0.1041
N 9.172655 -3.123936 2.936776 0.1734 0.5505 0.6656
C 4.104074 -6.164367 -2.346495 2.3099 0.2263 -0.0413
F -2.745477 4.048978 -5.310826 -0.3672 0.9885 -0.0939
H -1.018568 6.293512 2.961014 -0.4010 0.2710 -0.8429
H -5.918609 6.388473 -5.920080 0.5478 0.2141 -0.3603
F 4.620925 -1.101341 1.047868 -0.8085 0.6212 -0.4421
Cl -1.632483 3.841107 3.722123 -0.1479 0.1340 -0.1428
H 4.523469 -4.025330 -4.034388 0.9250 -0.9056 0.3361
C -2.492069 -0.217981 3.319126 -1.7507 0.0368 -1.7838
H -3.639039 7.868181 0.271864 0.9872 -0.9095 0.4318
N -3.474494 5.498251 1.808953 -0.9154 -2.6938 -1.5295
H 3.004816 7.024451 6.421910 -0.2120 -0.1583 -0.1026
C 9.867012 -1.872287 2.302019 -1.7752 -0.3920 -0.7993
C -9.399405 0.726812 -6.285037 -0.0218 -0.4396 1.0940
H 4.927715 3.147177 2.276905 -1.6501 0.3996 0.3429
C -1.540080 6.960387 2.227043 0.7899 0.6715 1.4508
H 9.167913 0.041961 1.591600 0.3691 0.8270 0.2749
H -0.683893 -12.027127 4.475945 -0.3847 0.0806 0.2569
H -1.523466 0.627257 -1.267221 -0.5373 0.1708 -0.1875
H 2.849952 2.158935 6.268838 -0.1892 -0.2110 1.0642
O -6.618088 5.460342 -8.285712 -0.8146 -0.6159 0.3761
H -6.100296 0.279851 -3.422043 -0.7656 0.1553 0.1305
H -0.762529 -10.099171 2.921834 -0.0644 -1.2468 -0.2502
H 11.396231 -0.589831 2.824424 0.4185 -0.2373 0.0981
H -0.574098 0.152312 4.041666 0.0268 0.3235 0.3913
H -9.485240 -1.383453 -3.537166 0.3086 -0.0148 0.5236
C -1.465355 0.361409 0.780325 0.7403 1.9475 1.8152
H 4.084418 -6.804819 -1.480430 -0.5201 -0.0969 0.3885
H -0.000748 -1.210912 2.419342 0.5242 -0.0775 0.2079
F -4.519300 2.256893 -3.339092 -0.1277 -0.7833 0.7504
H 3.415122 -8.856567 4.624236 0.8218 0.6633 -0.1896
H -0.957565 5.833111 -0.279357 0.8547 -0.2662 -0.8086
C 3.526335 -12.245215 5.231356 0.0285 -0.1509 -0.7733
N -2.404284 0.678459 1.978149 1.4247 -1.5819 -0.4870
H 11.538988 -2.804935 1.288458 0.6290 -0.6997 -0.0797
C -5.703788 7.566898 -7.795618 -0.0185 -0.5550 -2.3976
H 1.424464 -2.651384 -3.637273 -0.3331 0.0836 -0.1202
H -4.342427 -1.024925 4.058030 0.2931 0.7146 0.1464
H 6.622068 3.322477 3.578747 -0.1590 1.3715 1.0125
H -1.957119 4.385441 0.048467 0.2810 -0.2001 -0.3217
N 2.339320 -11.127354 3.450134 1.1221 0.6993 -0.9888
H 4.463968 -12.362819 5.748010 0.5764 0.2819 -0.0052
H -9.440626 1.554688 -2.061906 -1.5123 1.2284 -0.0090
H -2.928519 8.599858 -9.852757 -0.5637 -0.7294 0.5025
H -6.786618 -0.759528 -4.557309 -0.4156 -0.5160 -1.1713
H 10.408588 -0.847702 4.175960 -0.7125 0.2083 0.7436
H -5.389271 5.483799 4.645549 0.1728 0.2375 0.0826
H -2.829877 -2.292889 2.604177 -1.0385 -0.0134 -0.7914
H 11.538940 -2.165375 3.775045 -0.8457 0.9547 -0.8531
C 0.964145 -10.823375 3.819600 -0.5765 -0.0569 1.4487
C -5.961569 5.082493 -10.816756 1.0076 0.4125 0.5352
H -0.774378 7.551479 1.696974 -0.2306 -0.1653 0.1889
C 4.697763 -4.786032 -1.948016 -0.2871 0.2375 -0.0056
H 1.543476 4.282908 6.481395 0.3718 0.4023 -0.1544
H 7.957553 -5.177186 4.062421 0.1553 -0.3537 0.0273
H -6.718867 5.777815 -11.104405 -0.4912 0.7739 -0.0722
H 7.818606 -0.501934 3.784560 -0.0661 0.1994 -0.4599
C 0.384386 -12.111972 4.419675 1.2556 -0.7034 0.1074
H -9.203536 3.351360 -6.059303 -0.6633 -0.0045 -0.2881
H -1.963857 7.606231 -0.323367 -0.6433 -0.1782 0.1467
H 6.240490 -3.891909 -0.664016 -0.4768 -0.7562 -0.0820
O 2.529897 -11.483632 2.338232 0.3138 -0.2563 0.1993
H -10.395882 -1.103944 -5.842219 -0.5789 -0.1886 0.1388
H -4.840640 7.469341 -11.053096 0.1412 -0.1542 0.2885
H 2.590311 -7.193564 -3.330501 -0.3117 -0.2430 -0.0826
F 3.104052 0.459779 0.065982 -0.3225 -0.4866 -1.0983
F 3.182374 -6.807676 0.566292 0.2522 0.2744 0.2606
H -1.848015 -0.033137 5.336722 0.4619 0.8723 -1.7813
P -3.601637 3.184309 -4.271569 -0.3504 0.4797 -0.4373
C -4.424301 6.250849 2.814300 1.0039 -1.3546 0.6745
H 2.400395 2.471955 4.709315 -1.0992 0.3134 -0.6680
H -9.407311 0.552040 -7.340747 -0.2686 -0.1694 -0.7334
N 4.074308 5.371604 4.479039 -1.5355 -0.0809 0.6190
C 2.586552 5.324364 4.925910 -1.0971 3.0779 0.4331
C -6.960384 0.833374 -6.720866 2.3642 -1.1880 -0.4024
H -4.182693 0.767781 4.353945 0.2099 -0.6864 -0.5312
H -10.455822 0.075057 -3.676524 0.5386 -0.1668 -0.1787
C 5.845028 -4.909673 -0.917243 -0.8304 1.2838 -0.0879
H -7.056947 -0.260162 -6.809293 0.0177 0.2472 0.7210
```
Positions in Å, forces in eV/Å.